1.
{
  "formula": "C22H15Cl2N3O",
  "method": "ωB97M-V/def2-TZVPD",
  "species": ["O", "C", "C", "C", "C", "C", "C", "C", "C", "C", "C", "C", "C", "C", "C", "C", "C", "Cl", "C", "C", "C", "N", "C", "N", "N", "C", "C", "Cl", "H", "H", "H", "H", "H", "H", "H", "H", "H", "H", "H", "H", "H", "H", "H"],
  "xyz": [[0.409, 2.422, 2.790], [0.708, 1.462, 2.118], [2.069, 1.400, 1.538], [2.370, 0.395, 0.617], [3.609, 0.235, 0.024], [4.580, 1.141, 0.359], [4.367, 2.121, 1.336], [3.096, 2.236, 1.933], [-0.342, 0.306, 2.026], [-0.624, -0.300, 3.266], [-1.689, -1.181, 3.519], [-2.457, -1.438, 2.379], [-2.262, -0.815, 1.193], [-1.194, 0.043, 0.913], [-0.940, 0.603, -0.395], [-0.744, 1.959, -0.514], [-0.834, 2.495, -1.733], [-0.608, 4.208, -1.747], [-0.875, 1.809, -3.002], [-0.876, 0.479, -2.846], [-0.915, -0.231, -1.547], [-1.005, -1.659, -1.418], [-0.363, -2.481, -0.452], [-0.444, -3.789, -0.756], [-1.169, -3.937, -1.919], [-1.519, -2.657, -2.286], [-2.519, -2.419, -3.372], [-3.854, -1.644, -2.423], [1.683, -0.401, 0.244], [3.835, -0.553, -0.716], [5.527, 1.078, -0.134], [5.103, 2.796, 1.753], [2.908, 3.034, 2.687], [-0.037, 0.070, 4.097], [-1.973, -1.307, 4.515], [-3.257, -2.098, 2.495], [-2.884, -1.127, 0.381], [-0.605, 2.553, 0.397], [-0.523, 2.363, -3.888], [-0.900, -0.064, -3.824], [0.185, -2.017, 0.371], [-2.206, -1.718, -4.179], [-2.831, -3.371, -3.803]],
  "forces_ev_per_a": [[-0.32, 0.08, 0.13], [-0.40, -0.30, 0.40], [-0.09, -1.57, -0.83], [-0.64, -1.82, -1.08], [-0.01, 0.19, -0.23], [0.88, 0.90, 0.63], [-1.36, -0.19, 0.63], [0.61, 1.06, 0.17], [-0.28, 0.30, -0.23], [-0.05, 0.42, 0.38], [1.40, 2.34, -2.99], [0.31, 0.09, 2.05], [0.75, -0.07, -1.59], [0.98, -0.50, 2.88], [-0.08, -2.39, -1.51], [-0.50, -0.28, 1.15], [0.96, 1.78, -2.50], [-0.05, 0.73, -0.41], [1.17, 2.07, 2.88], [-0.32, -3.98, -0.33], [-0.80, 2.25, -0.91], [0.43, -3.09, -0.40], [0.01, -0.87, -1.44], [0.13, 2.45, 0.51], [-0.62, 4.35, 0.19], [1.18, -1.72, 0.21], [0.52, 0.79, 0.36], [-0.58, -0.02, -0.72], [-0.14, 1.08, 0.86], [-0.41, 0.50, 0.56], [0.58, 0.01, -0.08], [0.39, -0.14, -0.57], [0.11, -0.81, -0.63], [0.08, -0.15, 0.12], [-0.35, -1.09, 1.29], [-1.37, -0.91, -0.09], [-0.45, 0.12, -0.43], [-0.33, -0.04, -0.64], [-1.00, -0.52, 0.29], [0.35, -0.11, 1.23], [-0.28, -0.57, -0.29], [-0.30, -0.54, 0.75], [-0.08, 0.19, 0.23]],
  "nbo_charge": [-0.53, 0.57, -0.22, -0.10, -0.24, -0.18, -0.22, -0.14, -0.12, -0.17, -0.20, -0.18, -0.20, -0.05, -0.03, -0.24, 0.02, 0.00, -0.24, -0.19, 0.15, -0.40, 0.16, -0.27, -0.26, 0.30, -0.40, -0.06, 0.20, 0.23, 0.21, 0.22, 0.24, 0.22, 0.22, 0.21, 0.23, 0.26, 0.25, 0.22, 0.22, 0.23, 0.26],
  "e_above_lowest_kj_mol": 185.8,
  "lumo_energy_ev": -0.4,
  "e_homo_ev": -8.97,
  "total_energy_ha": -2007.17061,
  "homo_lumo_gap_ha": 0.3149,
  "multiplicity": 1,
  "total_charge": 0,
  "max_force_ev_per_a": 4.4
}


2.
{
  "formula": "C22H15Cl2N8O3Te4Ti",
  "method": "ωB97M-V/def2-TZVPD",
  "species": ["Ti", "Cl", "C", "C", "C", "N", "C", "O", "C", "C", "C", "C", "C", "N", "C", "C", "C", "Cl", "N", "C", "O", "C", "C", "C", "C", "C", "N", "H", "H", "H", "H", "H", "H", "H", "H", "H", "H", "Te", "Te", "Te", "Te", "N", "C", "C", "N", "C", "C", "N", "H", "H", "H", "H", "H", "O", "N"],
  "xyz": [[-0.030, 0.858, 0.381], [4.322, -4.372, -0.583], [2.876, -3.425, -0.622], [2.969, -2.061, -0.376], [1.828, -1.276, -0.398], [1.805, 0.130, -0.263], [2.632, 0.766, 0.632], [3.323, 0.248, 1.493], [2.517, 2.270, 0.509], [3.418, 3.099, 1.149], [3.224, 4.462, 1.011], [2.144, 4.926, 0.267], [1.283, 4.008, -0.306], [1.476, 2.692, -0.211], [0.582, -1.880, -0.639], [0.496, -3.230, -0.913], [1.647, -4.007, -0.902], [1.502, -5.701, -1.224], [-0.488, -0.963, -0.536], [-1.575, -1.092, 0.217], [-2.076, 0.008, 0.587], [-2.104, -2.421, 0.670], [-3.224, -2.980, 0.076], [-3.637, -4.226, 0.525], [-2.925, -4.839, 1.543], [-1.826, -4.182, 2.077], [-1.412, -2.995, 1.647], [3.931, -1.624, -0.154], [4.201, 2.664, 1.752], [3.895, 5.164, 1.489], [1.959, 5.983, 0.146], [0.414, 4.332, -0.867], [-0.456, -3.700, -1.119], [-3.752, -2.454, -0.708], [-4.502, -4.707, 0.089], [-3.212, -5.810, 1.921], [-1.252, -4.623, 2.884], [0.707, -0.633, 2.844], [1.826, -0.874, 5.173], [-1.900, -1.393, 5.992], [-1.940, -0.004, 3.855], [-1.045, 2.221, -4.812], [-1.383, 2.421, -3.511], [-0.710, 1.751, -2.472], [-1.066, 1.953, -1.219], [-2.074, 2.787, -0.936], [-2.725, 3.423, -1.974], [-2.388, 3.251, -3.249], [-0.193, 1.750, -5.052], [-1.482, 2.804, -5.503], [0.105, 1.061, -2.658], [-2.332, 2.922, 0.104], [-3.550, 4.095, -1.776], [-0.529, 1.967, 1.837], [0.706, 1.457, 2.118]],
  "forces_ev_per_a": [[-0.03, 1.38, -0.72], [0.00, -0.01, 0.00], [0.01, 0.05, -0.01], [0.05, -0.03, -0.05], [0.09, 0.07, -0.17], [-0.44, -0.24, 0.75], [0.25, -0.13, -0.25], [0.25, 0.10, -0.22], [0.34, -0.51, -0.18], [-0.13, 0.26, -0.17], [-0.01, -0.01, 0.02], [0.04, -0.01, -0.02], [-0.03, -0.03, -0.11], [-0.16, -0.02, 0.56], [0.06, -0.03, -0.03], [-0.04, -0.02, -0.04], [-0.04, 0.00, 0.00], [0.00, 0.00, 0.00], [0.31, -0.02, 0.49], [0.39, -0.18, -0.40], [0.18, 0.00, 0.18], [-0.20, 0.08, 0.01], [-0.02, 0.00, 0.03], [0.01, 0.00, 0.01], [0.00, 0.00, -0.01], [-0.01, 0.00, 0.00], [0.02, 0.00, -0.01], [-0.01, 0.00, 0.00], [0.02, -0.01, -0.03], [0.00, 0.00, 0.00], [0.00, 0.00, 0.00], [-0.03, -0.01, 0.04], [0.00, 0.01, 0.01], [0.01, 0.00, -0.01], [0.00, 0.00, 0.00], [-0.01, 0.00, 0.01], [0.01, 0.00, -0.01], [-0.45, -0.01, 0.92], [0.08, 0.07, -0.25], [0.07, -0.09, 0.19], [-0.06, 0.03, -0.27], [-0.03, -0.04, -0.01], [0.05, -0.02, 0.00], [-0.09, 0.09, -0.02], [-0.01, 0.01, 0.15], [-0.01, 0.01, -0.10], [-0.02, 0.00, 0.04], [0.00, 0.01, -0.01], [0.01, 0.01, 0.00], [0.01, 0.02, 0.00], [0.02, 0.01, 0.00], [-0.02, -0.01, 0.00], [0.01, 0.01, 0.00], [-0.08, -0.23, 0.04], [-0.38, -0.55, -0.36]],
  "mulliken_spin": [-0.03, 0.00, 0.00, 0.00, 0.00, 0.00, 0.00, 0.00, 0.00, 0.00, 0.00, 0.00, 0.00, 0.00, 0.00, 0.00, 0.00, 0.00, 0.00, 0.04, 0.01, -0.03, 0.00, 0.00, 0.00, 0.00, 0.00, 0.00, 0.00, 0.00, 0.00, 0.00, 0.00, 0.00, 0.00, 0.00, 0.01, -0.02, 0.01, 0.74, 0.26, 0.00, 0.00, 0.00, 0.00, 0.00, 0.00, 0.00, 0.00, 0.00, 0.00, 0.00, 0.00, 0.01, 0.01],
  "e_above_lowest_kj_mol": 180.4,
  "lumo_energy_ev": [-0.8, -1.3],
  "e_homo_ev": [-7.07, -7.08],
  "total_energy_ha": -4353.14134,
  "homo_lumo_gap_ha": [0.2285, 0.2108],
  "multiplicity": 2,
  "total_charge": 0,
  "max_force_ev_per_a": 1.6
}


3.
{
  "formula": "C22H15IN4O6RuS4Te",
  "method": "ωB97M-V/def2-TZVPD",
  "species": ["Ru", "S", "C", "S", "S", "Te", "C", "C", "C", "C", "C", "C", "H", "H", "H", "H", "H", "C", "C", "N", "H", "H", "H", "I", "C", "C", "C", "C", "C", "N", "H", "H", "H", "H", "S", "C", "O", "C", "O", "C", "C", "C", "C", "C", "C", "N", "O", "O", "N", "O", "O", "H", "H", "H"],
  "xyz": [[0.790, 0.193, 1.146], [1.718, -0.795, 5.546], [1.356, -0.392, 3.985], [-0.110, -0.808, 3.150], [2.446, 0.402, 2.895], [2.245, 0.013, -1.809], [3.627, 1.410, -2.584], [4.339, 1.013, -3.717], [5.307, 1.835, -4.277], [5.579, 3.074, -3.714], [4.874, 3.475, -2.587], [3.908, 2.653, -2.024], [4.136, 0.050, -4.175], [5.846, 1.505, -5.157], [6.331, 3.721, -4.150], [5.077, 4.439, -2.136], [3.369, 2.983, -1.147], [0.784, -4.469, 0.438], [1.522, -3.242, 0.698], [2.078, -2.269, 0.942], [0.101, -4.648, 1.268], [1.471, -5.308, 0.347], [0.200, -4.378, -0.478], [2.758, 3.778, 1.909], [0.844, 3.453, 2.698], [0.443, 4.284, 3.736], [-0.831, 4.110, 4.245], [-1.650, 3.140, 3.691], [-1.147, 2.356, 2.668], [0.095, 2.500, 2.185], [1.118, 5.031, 4.127], [-1.176, 4.728, 5.066], [-2.656, 2.968, 4.047], [-1.741, 1.581, 2.204], [0.516, 2.708, -1.062], [1.099, 1.313, -0.506], [-1.424, 0.204, 0.538], [-1.301, -0.830, -0.177], [-0.153, -1.263, -0.465], [-2.511, -1.585, -0.628], [-3.792, -1.087, -0.369], [-4.854, -1.881, -0.780], [-4.731, -3.111, -1.386], [-3.430, -3.603, -1.613], [-2.328, -2.803, -1.249], [-3.238, -4.855, -2.161], [-4.254, -5.542, -2.501], [-2.046, -5.292, -2.287], [-6.226, -1.376, -0.541], [-7.168, -2.080, -0.845], [-6.351, -0.299, 0.008], [-3.936, -0.140, 0.124], [-5.584, -3.701, -1.674], [-1.336, -3.163, -1.461]],
  "forces_ev_per_a": [[-0.25, -0.48, -0.06], [-0.05, 0.14, -0.01], [0.11, -0.42, -0.06], [0.17, 0.24, 0.04], [-0.23, 0.20, -0.38], [0.04, -0.15, 0.13], [0.05, 0.02, -0.09], [0.01, 0.02, -0.03], [0.01, 0.01, 0.01], [0.00, -0.02, -0.02], [0.01, 0.05, 0.02], [0.00, -0.03, 0.02], [-0.02, 0.01, 0.01], [0.00, 0.01, 0.00], [0.00, 0.00, 0.01], [-0.01, -0.01, 0.00], [-0.02, 0.00, 0.02], [-0.07, 0.07, -0.02], [0.04, -0.02, 0.11], [0.15, -0.15, -0.06], [-0.02, -0.02, -0.02], [0.00, -0.01, 0.00], [0.00, -0.01, -0.01], [0.04, 0.06, -0.07], [-0.04, -0.04, 0.02], [-0.02, 0.00, -0.04], [-0.02, -0.01, 0.01], [0.02, 0.00, -0.01], [0.02, 0.03, -0.05], [-0.15, 0.07, 0.20], [-0.01, 0.01, 0.00], [-0.01, 0.00, 0.00], [0.00, 0.02, 0.02], [0.02, -0.02, 0.01], [0.04, -0.03, 0.04], [0.17, 0.30, 0.11], [-0.03, -0.02, 0.01], [0.04, 0.13, -0.03], [-0.01, 0.03, 0.20], [-0.02, 0.09, 0.00], [0.16, -0.10, -0.09], [-0.31, 0.16, -0.07], [0.20, -0.06, -0.05], [-0.08, 0.08, 0.04], [0.01, -0.07, -0.03], [0.01, -0.02, 0.03], [-0.03, 0.00, -0.01], [0.03, 0.00, -0.01], [0.29, -0.32, 0.39], [-0.22, -0.12, -0.25], [-0.01, 0.36, -0.01], [-0.02, 0.01, 0.00], [-0.01, 0.02, 0.01], [0.01, 0.01, 0.01]],
  "mulliken_spin": [2.53, 0.05, -0.01, 0.04, 0.07, 0.12, 0.02, 0.00, 0.00, 0.00, 0.00, 0.01, 0.00, 0.00, 0.00, 0.00, -0.01, 0.01, 0.01, 0.01, 0.00, 0.00, 0.00, 0.01, 0.00, 0.00, 0.00, 0.00, 0.00, 0.05, 0.00, 0.00, 0.00, 0.00, -0.03, 0.09, 0.05, -0.05, 0.05, -0.10, 0.20, -0.05, 0.12, 0.01, 0.12, 0.19, 0.22, 0.21, 0.00, 0.00, -0.01, 0.04, 0.03, 0.05],
  "e_above_lowest_kj_mol": 41.0,
  "lumo_energy_ev": [3.5, 3.5],
  "e_homo_ev": [-0.83, -2.88],
  "total_energy_ha": -3771.04666,
  "homo_lumo_gap_ha": [0.1602, 0.2353],
  "multiplicity": 5,
  "total_charge": -2,
  "max_force_ev_per_a": 0.6
}


4.
{
  "formula": "C22H15N4NdO9",
  "method": "ωB97M-V/def2-TZVPD",
  "species": ["Nd", "C", "O", "C", "C", "C", "C", "C", "C", "N", "N", "C", "O", "C", "C", "C", "C", "C", "C", "C", "O", "H", "H", "H", "H", "H", "H", "H", "H", "H", "H", "H", "H", "O", "C", "O", "C", "C", "C", "C", "C", "C", "N", "O", "O", "N", "O", "O", "H", "H", "H"],
  "xyz": [[-11.250, -10.175, -13.542], [-9.622, -11.396, -9.026], [-10.963, -11.820, -9.106], [-11.271, -12.855, -9.920], [-11.600, -14.131, -9.479], [-11.747, -15.235, -10.297], [-11.737, -15.048, -11.673], [-11.507, -13.739, -12.228], [-11.558, -13.631, -13.612], [-11.735, -12.455, -14.237], [-12.053, -12.570, -15.552], [-12.342, -11.458, -16.232], [-12.287, -10.288, -15.673], [-12.741, -11.682, -17.591], [-13.456, -10.631, -18.221], [-13.865, -10.706, -19.546], [-13.469, -11.761, -20.292], [-12.592, -12.656, -19.755], [-12.262, -12.669, -18.414], [-11.315, -12.689, -11.338], [-11.073, -11.391, -11.745], [-9.623, -10.508, -8.383], [-9.219, -11.093, -10.064], [-8.957, -12.201, -8.631], [-11.717, -14.294, -8.457], [-11.924, -16.267, -9.869], [-12.080, -15.875, -12.345], [-11.555, -14.500, -14.349], [-13.684, -9.821, -17.527], [-14.512, -9.910, -19.927], [-13.861, -11.956, -21.286], [-12.186, -13.405, -20.410], [-11.605, -13.464, -18.006], [-9.929, -8.417, -12.948], [-11.018, -7.694, -12.776], [-12.186, -8.166, -12.816], [-10.843, -6.250, -12.549], [-11.861, -5.302, -12.603], [-11.567, -3.921, -12.507], [-10.267, -3.383, -12.392], [-9.305, -4.413, -12.301], [-9.553, -5.807, -12.358], [-7.955, -4.067, -12.331], [-7.117, -4.990, -12.164], [-7.649, -2.851, -12.556], [-12.695, -3.098, -12.683], [-13.864, -3.586, -12.824], [-12.428, -1.866, -12.814], [-12.940, -5.512, -12.818], [-10.068, -2.289, -12.317], [-8.719, -6.513, -12.315]],
  "forces_ev_per_a": [[-0.71, -1.45, -0.44], [1.20, 0.13, -1.53], [-0.91, -0.03, 0.52], [-0.18, -1.56, -1.88], [0.74, 0.72, 0.10], [-0.65, -1.21, -1.10], [-0.36, -0.03, -0.24], [-0.15, -2.24, 2.32], [-0.75, 2.24, -4.49], [0.19, -1.70, 1.39], [-0.22, -0.31, -2.12], [1.07, -1.91, 3.65], [0.16, 0.32, 0.07], [-0.59, 2.39, -2.15], [0.10, -0.45, 1.19], [-0.93, 1.87, 1.41], [-0.25, -0.61, -1.31], [0.47, -1.29, 0.13], [0.99, -1.41, 0.22], [1.20, 3.28, 0.72], [-0.48, -1.76, -0.40], [0.11, -0.39, -0.11], [-0.62, -0.41, 1.47], [-0.50, 0.57, -0.09], [0.09, -0.08, 1.78], [0.09, 1.50, -0.49], [0.80, 0.79, 0.55], [-0.18, 0.81, 1.40], [-0.25, 0.09, -0.65], [0.23, -0.36, -0.03], [0.25, 0.38, -0.04], [0.09, -0.41, -0.03], [-0.50, 0.66, -0.31], [-1.72, 1.72, 0.34], [0.95, -0.59, 0.12], [0.49, 0.14, -0.02], [0.17, 0.84, 0.17], [-0.74, 0.61, -0.38], [1.00, -2.18, 0.11], [-0.63, -1.31, 0.44], [-1.84, -0.47, -0.36], [0.30, 1.25, -0.01], [4.64, 1.72, -0.07], [-1.45, 2.41, -0.33], [-0.73, -3.30, 0.69], [-3.09, 3.55, -1.52], [3.39, 1.41, 0.69], [-1.11, -2.88, 0.56], [1.30, -0.22, 0.39], [-0.05, -1.29, -0.26], [-0.43, 0.44, -0.06]],
  "mulliken_spin": [3.02, 0.00, 0.00, 0.00, 0.00, 0.00, 0.00, 0.00, 0.00, 0.00, 0.00, 0.00, -0.01, 0.00, 0.00, 0.00, 0.00, 0.00, 0.00, 0.00, 0.00, 0.00, 0.00, 0.00, 0.00, 0.00, 0.00, 0.00, 0.00, 0.00, 0.00, 0.00, 0.00, 0.00, 0.00, 0.00, 0.00, 0.00, 0.00, 0.00, 0.00, 0.00, 0.00, 0.00, 0.00, 0.00, 0.00, 0.00, 0.00, 0.00, 0.00],
  "lumo_energy_ev": [-1.9, -1.9],
  "e_homo_ev": [-7.84, -7.85],
  "total_energy_ha": -2304.81003,
  "homo_lumo_gap_ha": [0.2191, 0.2195],
  "multiplicity": 4,
  "total_charge": 0,
  "max_force_ev_per_a": 5.1
}